[1]
Molecular formula: C5H10O2
Method: DFT, ωB97M-V with the def2-TZVPD basis set

Geometry as XYZ:
```
17
Properties=species:S:1:pos:R:3:forces:R:3:lowdin_charge:R:1
O 2.622 -0.908 0.874 0.2 0.4 0.1 0.0251
O 0.562 -1.271 -0.624 0.1 -0.1 0.1 -0.0527
C 2.580 0.289 0.657 -0.2 -0.4 0.1 -0.2420
C 0.062 -0.079 -0.130 0.5 1.0 0.2 -0.3043
C -2.549 -0.543 -0.253 0.3 0.0 0.1 -0.1085
C -1.312 0.202 -0.840 0.4 0.4 0.1 -0.1929
C 1.520 0.989 -0.173 -1.0 -0.6 -0.1 -0.0398
H -0.137 -0.142 0.948 0.0 0.0 0.0 0.1244
H 1.350 -1.446 -0.062 -0.3 -0.4 -0.3 0.0485
H -2.698 -0.324 0.811 0.2 0.0 -0.1 0.0666
H 1.784 0.949 -1.234 0.2 -0.2 0.0 0.1031
H -1.524 1.270 -0.766 0.0 0.1 -0.1 0.0979
H 3.358 0.905 1.162 -0.3 0.1 -0.3 0.1235
H -2.503 -1.632 -0.370 0.2 0.2 0.0 0.0715
H -3.471 -0.216 -0.761 0.5 0.0 0.0 0.0701
H -1.272 -0.056 -1.911 0.4 0.2 0.3 0.1093
H 1.664 2.064 0.109 -1.2 -0.7 -0.1 0.1002
```
Positions in Å, forces in eV/Å.

SMILES: CC[C@@H](O)CC=O
ΔE to the lowest compared entry with this formula, charge and spin: 2.474 eV
lowest unoccupied orbital energy: 0.727 eV
HOMO level: -9.67 eV
2S+1: 1
electronic energy: -9440.569 eV

[2]
Molecular formula: C13H13BrIrN2O7
Method: DFT, ωB97M-V with the def2-TZVPD basis set

Geometry as XYZ:
```
37
Properties=species:S:1:pos:R:3:forces:R:3:lowdin_charge:R:1
Ir -1.429 -0.058 -0.188 0.6 1.2 1.1 1.6865
Br 5.192 -3.469 0.125 0.0 0.0 0.0 0.7511
O 0.484 0.961 0.396 -0.1 -0.2 -0.4 -0.0509
O -3.549 -2.913 1.564 0.2 -0.1 0.2 0.1186
O -2.978 0.997 3.366 0.1 0.1 -0.1 0.0858
O 0.289 -1.205 0.124 -0.1 -0.1 -0.5 -0.0896
O -2.169 -0.405 -2.207 0.3 -0.1 -0.1 -0.0920
O -2.646 -1.552 0.070 -0.5 -0.1 0.3 -0.1752
O -0.487 0.951 -2.099 0.1 -0.1 -0.2 -0.0666
N -1.717 -0.004 1.739 0.6 -0.4 0.4 -0.1277
N -2.517 1.736 -0.093 -0.5 -0.6 -0.3 -0.0421
C -1.307 0.305 -2.807 0.2 0.2 0.0 -0.6796
C -1.831 -1.347 2.297 -0.1 0.2 -0.4 -0.0809
C 1.031 -0.169 0.294 0.1 -0.2 0.1 -0.5520
C 5.253 -0.634 0.325 0.0 0.0 0.0 -0.1153
C -2.546 2.196 1.322 0.2 -0.1 0.0 -0.0912
C 4.425 -1.744 0.244 0.0 0.0 0.0 -0.6740
C 3.049 -1.611 0.244 0.0 0.0 0.0 -0.0528
C -2.457 1.000 2.270 -0.3 0.2 -0.1 -0.5091
C -1.286 0.363 -4.300 0.0 0.0 0.0 0.0190
C 4.691 0.632 0.411 0.0 0.0 0.0 -0.0589
C -2.768 -2.038 1.323 -0.4 -0.3 -0.5 -0.5468
C 2.500 -0.336 0.332 0.0 0.1 0.0 -0.1272
C 3.315 0.786 0.415 0.0 0.0 0.0 -0.0055
H -0.865 -1.848 2.236 0.0 0.0 0.2 0.1227
H 5.336 1.498 0.472 0.0 0.0 0.0 0.1097
H -3.427 2.794 1.534 0.0 -0.1 0.0 0.1297
H -3.440 1.650 -0.508 -0.1 0.1 0.1 0.1273
H -2.215 -1.347 3.310 -0.1 0.0 0.0 0.1318
H 2.861 1.765 0.478 0.0 0.0 0.0 0.1210
H 2.403 -2.475 0.176 0.0 0.0 0.0 0.1172
H -2.184 0.873 -4.652 0.0 0.0 0.0 0.0920
H 6.326 -0.762 0.318 0.0 0.0 0.0 0.1030
H -1.974 2.370 -0.673 0.0 0.0 -0.1 0.1100
H -1.654 2.800 1.488 0.0 0.1 0.0 0.1323
H -1.308 -0.650 -4.698 0.0 0.0 0.0 0.0936
H -0.404 0.891 -4.649 0.0 0.0 0.0 0.0862
```
Positions in Å, forces in eV/Å.

ΔE to the lowest compared entry with this formula, charge and spin: 1.286 eV
lowest unoccupied orbital energy (alpha / beta): -0.361 / -1.666 eV
HOMO level (alpha / beta): -8.82 / -9.25 eV
2S+1: 2
electronic energy: -103886.571 eV

[3]
Molecular formula: C2H4O2
Method: DFT, ωB97M-V with the def2-TZVPD basis set

Geometry as XYZ:
```
8
Properties=species:S:1:pos:R:3:forces:R:3:lowdin_charge:R:1
O 0.211 0.999 -0.022 -0.4 -1.5 2.2 -0.0030
O -0.538 -2.848 1.139 0.1 1.8 -1.0 -0.0437
C 0.552 1.643 -0.935 1.1 2.6 -1.9 -0.1576
C -0.509 -1.646 0.893 -0.8 -1.6 1.2 -0.1445
H -0.064 1.689 -1.842 0.0 0.0 -0.5 0.0784
H -0.950 -1.193 -0.055 0.7 -0.5 0.9 0.0854
H -0.162 -0.990 1.738 -0.1 0.1 -1.0 0.0840
H 1.460 2.347 -0.917 -0.7 -0.9 0.0 0.1011
```
Positions in Å, forces in eV/Å.

SMILES: C=O.C=O
ΔE to the lowest compared entry with this formula, charge and spin: 2.561 eV
lowest unoccupied orbital energy: 0.604 eV
HOMO level: -9.78 eV
2S+1: 1
electronic energy: -6231.746 eV

[4]
Molecular formula: C19H37N3O5
Method: DFT, ωB97M-V with the def2-TZVPD basis set

Geometry as XYZ:
```
64
Properties=species:S:1:pos:R:3:forces:R:3:lowdin_charge:R:1
O 2.252 -2.937 -6.178 1.1 0.8 -2.6 0.0752
O -0.316 2.146 3.293 -0.6 0.0 0.2 0.0104
O 0.625 -4.772 1.119 1.8 0.6 -1.7 0.0170
O -3.077 -0.049 -0.508 -1.0 -0.3 -1.4 0.0304
O 1.243 4.473 -0.508 0.2 0.1 0.0 0.0451
N 0.487 -1.046 -1.338 -0.6 2.5 5.7 0.1295
N 3.269 1.345 1.216 -0.1 -0.8 -0.4 0.1600
N -1.900 2.098 4.959 1.1 -0.2 1.2 -0.1925
C 1.392 -1.827 -4.322 0.2 1.2 1.1 -0.0376
C 1.972 -3.984 -0.762 0.3 0.2 0.5 -0.0188
C 0.359 -0.582 -0.232 -0.2 -2.0 -4.4 -0.1831
C 0.318 3.855 -0.966 -1.0 -0.4 1.0 -0.4346
C -3.099 1.091 -2.595 -0.3 -0.5 1.9 -0.0143
C 1.869 -3.037 -5.062 -1.0 -1.1 0.6 -0.5075
C 2.882 -5.166 1.404 0.9 0.3 -0.4 -0.0356
C -2.095 2.043 6.410 -0.2 0.2 0.4 -0.0528
C -2.998 1.792 4.127 -1.9 0.2 -0.1 -0.0543
C 0.145 0.025 1.110 0.4 0.1 -0.2 -0.0792
C -0.679 2.291 4.449 0.9 0.6 -0.1 -0.3420
C 3.564 3.679 2.128 0.3 2.8 1.5 -0.0803
C -1.040 3.718 -0.119 0.9 -0.4 -1.8 -0.0048
C 1.774 -4.461 -4.533 0.2 0.6 0.7 -0.0070
C 0.412 3.216 -2.371 -0.2 0.2 1.2 -0.0125
C -3.980 -1.377 -2.342 -0.1 0.1 0.1 -0.0214
C 1.752 -4.647 0.593 -3.5 -0.3 1.3 -0.4527
C 3.402 2.412 1.599 -0.5 -1.9 -0.7 -0.3090
C -3.406 -0.101 -1.691 1.6 -1.2 0.5 -0.4548
H -1.105 4.297 0.802 0.4 0.1 -0.3 0.0728
H 3.087 -6.212 1.174 0.0 0.0 -0.2 0.0905
H -1.204 2.220 7.013 0.4 -0.2 -0.6 0.0843
H -2.526 1.707 -1.902 0.4 0.2 -0.5 0.0510
H 0.505 -0.602 1.926 0.4 -0.1 -0.3 0.0857
H -4.057 1.603 -2.679 0.0 0.1 -1.0 0.0885
H -2.770 2.797 6.814 -0.4 0.2 -0.5 0.0862
H 1.342 3.553 -2.827 -0.3 0.2 -0.2 0.0808
H -2.539 0.784 -3.478 -0.5 0.3 -0.2 0.0903
H 1.552 -2.981 -0.843 -0.3 -0.1 0.5 0.0330
H -4.301 -2.120 -1.612 -0.6 0.5 0.2 0.0791
H -2.886 1.027 3.358 0.5 0.0 0.2 0.0959
H 3.603 3.633 3.216 0.3 -0.2 0.1 0.0917
H 1.656 -1.681 -3.275 0.1 -0.9 0.2 0.0285
H 0.001 2.701 5.211 0.3 -0.3 0.1 0.1320
H 2.566 -5.074 -4.964 0.3 0.3 0.3 0.0844
H 1.807 -0.907 -4.733 -0.1 -0.2 -0.7 0.0822
H 2.718 4.346 1.963 0.0 -0.1 -0.6 0.0864
H 2.639 -5.100 2.465 0.1 0.1 -0.2 0.0877
H -0.511 3.475 -2.891 0.2 0.0 -0.4 0.0720
H 0.476 2.130 -2.309 -0.2 -0.1 0.2 0.0681
H 0.697 0.965 1.109 0.1 -0.1 0.2 0.0370
H -0.872 0.259 1.422 -0.2 -0.2 -0.9 0.0605
H 3.754 -4.579 1.118 0.4 -0.2 0.5 0.0753
H -1.822 3.973 -0.834 -0.3 0.4 0.2 0.0599
H 4.488 4.129 1.764 -0.1 0.1 0.0 0.0958
H -3.792 1.489 4.810 -0.2 -0.2 -0.3 0.0865
H -4.717 -1.091 -3.093 -0.6 0.0 0.4 0.0747
H 0.307 -1.723 -4.298 -0.1 -0.3 -0.3 0.0801
H -2.509 1.078 6.702 0.1 -0.1 -0.1 0.0900
H 1.838 -4.347 -3.451 -0.2 -0.9 -0.1 0.0355
H 3.043 -3.822 -0.891 0.0 -0.4 -0.5 0.0794
H 1.497 -4.516 -1.587 0.3 -0.4 0.3 0.0653
H -1.268 2.674 0.097 0.3 -0.2 0.1 0.0521
H -3.359 2.714 3.669 0.0 0.0 -0.4 0.0984
H 0.884 -4.983 -4.884 -0.4 0.4 0.4 0.0878
H -3.350 -2.016 -2.961 1.1 0.7 0.0 0.0777
```
Positions in Å, forces in eV/Å.

SMILES: CN(C)C=O.CC(C)=O.CC(C)=O.CC(C)=O.CC(C)=O.CC#N.CC#N
lowest unoccupied orbital energy: 0.525 eV
HOMO level: -9.09 eV
2S+1: 1
electronic energy: -35008.206 eV

[5]
Molecular formula: C37H42N2O5PtS
Method: DFT, ωB97M-V with the def2-TZVPD basis set

Geometry as XYZ:
```
88
Properties=species:S:1:pos:R:3:forces:R:3:lowdin_charge:R:1
Pt 0.806 0.168 0.636 0.8 0.2 -0.6 1.2227
S 3.301 0.637 1.037 0.9 0.8 -0.1 0.4727
O 2.361 1.215 2.034 -0.2 -0.2 -0.2 -0.3924
O -1.535 -1.324 -0.514 0.1 0.0 -0.3 -0.0097
O 2.778 -0.708 0.628 -0.7 -0.1 -0.1 -0.4114
O 0.522 -0.858 -1.214 -0.1 0.3 0.3 -0.1651
O 4.671 0.628 1.444 -0.1 -0.1 0.0 -0.2537
N -0.593 1.585 0.967 -0.4 -1.4 0.7 -0.0008
N -0.236 -0.569 2.557 -0.3 0.5 0.2 0.0887
C -0.156 -1.785 3.270 -0.3 -0.8 0.8 -0.1820
C -0.186 3.986 1.003 0.1 -0.4 0.0 -0.2095
C -2.506 -2.308 2.426 0.0 0.1 0.1 -0.0305
C 2.753 3.874 -1.300 0.0 0.0 -0.1 -0.0360
C -1.316 1.676 -1.807 -0.1 0.1 0.0 -0.0233
C 0.993 -2.172 3.983 -0.1 0.2 -0.2 -0.1928
C -1.251 -3.801 -2.060 0.0 0.1 0.1 -0.1892
C -1.054 -5.569 -5.436 0.0 0.0 0.1 -0.0520
C -0.584 2.834 0.297 -0.1 1.0 -0.6 -0.1991
C 0.931 -3.313 4.774 0.0 -0.1 0.0 -0.0484
C -0.362 -3.300 -4.638 -0.1 0.0 0.1 -0.0169
C -1.728 0.340 4.280 -0.3 0.1 -0.1 0.0103
C -1.050 4.168 -1.645 0.0 0.1 0.0 -0.0404
C -1.759 -4.110 -0.677 -0.1 -0.1 0.0 -0.0403
C -0.225 -2.311 -3.673 0.0 0.0 0.0 -0.1884
C -2.526 2.316 2.280 0.1 0.2 0.1 0.0158
C 2.976 1.129 -1.664 0.2 0.0 0.0 -0.0632
C 0.360 -0.992 -4.105 0.0 -0.1 0.1 -0.0317
C -0.931 -4.535 -4.351 0.0 0.1 -0.1 -0.2680
C 2.613 3.337 -2.578 0.0 0.0 0.0 -0.2680
C -1.365 -4.765 -3.056 0.0 -0.1 -0.1 -0.0107
C -1.309 -2.607 3.290 0.2 0.3 -0.1 -0.2034
C 2.273 -1.397 3.925 0.0 0.1 0.0 -0.0279
C -1.347 1.432 2.018 0.2 1.1 -1.2 -0.2244
C -0.218 -4.077 4.862 0.0 0.0 0.0 -0.0759
C 2.738 1.961 -2.747 0.0 0.0 0.1 -0.0283
C -0.730 5.316 -0.940 0.0 0.0 0.0 -0.0701
C -0.285 5.215 0.368 0.0 0.1 -0.1 -0.0484
C 2.991 3.054 -0.211 0.1 -0.1 0.1 -0.0560
C 0.386 3.905 2.395 -0.1 -0.1 0.0 -0.0191
C 3.084 1.682 -0.396 0.1 -0.1 0.0 -0.2983
C -0.678 -2.560 -2.367 0.1 0.0 -0.2 -0.0424
C -0.981 2.920 -1.044 0.0 -0.4 0.1 -0.1913
C -1.322 -3.728 4.106 0.0 -0.1 0.0 -0.0506
C -1.074 0.332 2.927 0.3 -1.5 0.8 -0.2572
C -0.592 -1.513 -1.285 -0.2 0.1 0.3 -0.5804
C 2.370 4.233 -3.762 0.1 -0.1 0.1 -0.0455
H -1.366 4.234 -2.679 0.0 0.0 0.0 0.1145
H -0.346 -0.185 -3.918 0.0 0.1 0.0 0.0755
H -2.668 3.025 1.470 0.0 0.0 0.0 0.0966
H -1.297 -0.423 4.921 0.0 0.0 0.0 0.0957
H -2.217 -4.338 4.141 0.0 0.0 0.0 0.1120
H 3.323 4.596 -4.153 0.0 0.0 0.0 0.0853
H -1.005 -3.888 0.080 0.0 0.0 0.0 0.0872
H 3.097 3.461 0.787 -0.1 0.1 0.0 0.1189
H 1.812 -3.601 5.334 0.0 0.0 0.0 0.1105
H -0.821 6.286 -1.410 0.0 0.0 0.0 0.1064
H -1.584 1.316 4.746 0.0 0.0 0.0 0.0939
H -1.997 1.028 -1.253 0.0 0.0 -0.1 0.0812
H 1.768 5.097 -3.483 0.0 0.0 0.0 0.0717
H 1.274 -0.773 -3.557 0.0 0.1 0.0 0.0666
H 2.970 -1.753 4.682 0.0 0.0 0.0 0.0833
H 1.025 3.028 2.500 0.0 0.0 0.0 0.0598
H -2.804 0.169 4.209 0.0 0.0 0.0 0.0898
H -3.201 -1.615 2.910 0.0 0.0 0.0 0.0750
H -1.756 1.921 -2.772 0.0 0.0 0.0 0.0877
H -2.630 -3.495 -0.454 0.0 0.0 0.0 0.0774
H 0.582 -1.010 -5.172 0.0 0.0 0.0 0.0767
H -0.392 3.850 3.159 0.0 0.0 0.0 0.0749
H 1.863 3.693 -4.562 0.0 0.0 0.0 0.0772
H 0.980 4.794 2.605 0.0 0.0 0.0 0.0879
H -1.679 -6.405 -5.122 0.0 0.0 0.0 0.0725
H 2.118 -0.329 4.060 0.0 0.1 0.0 0.0729
H -0.067 -5.953 -5.702 0.0 -0.1 0.0 0.0822
H -0.401 1.104 -1.967 0.0 -0.1 -0.1 0.0576
H -2.038 -5.161 -0.597 0.0 0.0 0.0 0.0767
H -3.418 1.694 2.368 0.0 -0.1 0.0 0.1052
H 2.660 4.944 -1.164 0.0 0.0 0.0 0.1162
H 3.073 0.060 -1.794 -0.1 0.0 0.0 0.1137
H -0.024 -3.093 -5.647 0.0 0.0 0.0 0.1147
H 0.000 6.109 0.910 0.0 0.0 0.0 0.1138
H -3.050 -3.231 2.229 0.0 0.0 0.0 0.0837
H -1.487 -5.131 -6.336 0.0 0.0 0.0 0.0780
H -2.203 -1.875 1.475 -0.1 0.0 -0.1 0.0497
H -2.422 2.871 3.213 0.0 0.0 0.0 0.0901
H 2.647 1.533 -3.738 0.0 0.0 0.0 0.1139
H -1.816 -5.722 -2.816 0.0 0.0 0.1 0.1128
H 2.737 -1.527 2.949 0.1 0.0 -0.1 0.0695
H -0.248 -4.945 5.508 0.0 0.0 0.0 0.1032
```
Positions in Å, forces in eV/Å.

lowest unoccupied orbital energy (alpha / beta): -1.363 / -1.352 eV
HOMO level (alpha / beta): -7.67 / -7.66 eV
2S+1: 1
electronic energy: -66350.655 eV

Look up the electronic energy of the second one. -103886.571 eV